[1]
Below is a cluster of 2 separate species, C4H4NO in total, with properties calculated with the ωB97M-V functional and the def2-TZVPD basis.

Last column: Mulliken spin population.
CARTESIAN COORDINATES (ANGSTROEM)
C1 -0.28770 -0.18031 0.00083  0.216
C2 2.22119 0.61673 -0.94722  0.197
C3 0.63937 0.56264 0.65043  0.687
C4 -1.74326 -0.71220 0.15575  0.443
N1 -0.79997 -0.88517 -0.89588  0.444
O1 2.60743 0.37753 -1.96116  0.006
H1 0.52508 1.64100 0.70749  -0.007
H2 1.29191 0.10434 1.38797  -0.009
H3 -1.87784 -1.49602 0.89417  0.013
H4 -2.57621 -0.02854 0.00760  0.010

Cartesian forces, eV/Å:
-0.722 -2.237 -3.888
0.497 0.464 0.525
1.913 1.687 1.983
-3.877 -0.708 1.150
2.134 1.529 1.648
0.217 -0.360 -1.114
-0.213 -0.144 0.072
-0.087 -0.056 -0.183
0.023 -0.080 -0.057
0.116 -0.095 -0.135

Values from the calculation:
* HOMO energy (alpha / beta): -13.46 / -17.43 eV
* total charge: +1
* E_LUMO (alpha / beta): -5.18 / -9.45 eV
* relative energy (zero: lowest compared OMol25 entry of this formula, charge and spin): 105.11 kJ/mol
* molecular weight: 82.1 g mol⁻¹
* spin multiplicity: 3

***

[2]
Below is the ion C4H4NO3 with charge -1, with properties calculated with the ωB97M-V functional and the def2-TZVPD basis.

Last column: Mulliken spin population.
CARTESIAN COORDINATES (ANGSTROEM)
C1 -0.54922 1.91673 0.67114  0.080
C2 0.87828 -0.10302 1.26841  0.075
C3 -0.12653 -1.02588 -1.40287  0.081
C4 -0.45527 0.54765 0.43181  0.672
N1 -0.45402 3.02704 0.95479  0.393
O1 1.92347 0.23929 0.76276  0.308
O2 0.51160 -0.83958 2.17587  0.291
O3 -0.34071 0.28731 -1.06633  0.062
H1 -0.72184 -1.66251 -0.71177  -0.050
H2 1.03624 -1.25586 -1.33141  0.007
H3 -0.44193 -1.11024 -2.46836  0.040
H4 -1.26006 -0.02093 0.71597  0.041

Cartesian forces, eV/Å:
0.486 -3.660 -0.830
0.147 -1.134 -0.069
1.637 -0.913 -0.603
0.610 1.951 -0.331
-0.018 3.988 1.154
0.605 0.767 -0.313
-0.501 0.188 0.225
0.373 1.095 -0.544
0.426 -0.268 -0.501
-2.213 0.041 -0.062
0.195 -0.458 0.746
-1.747 -1.596 1.126

Values from the calculation:
* HOMO energy (alpha / beta): 0.17 / -5.99 eV
* total charge: -1
* E_LUMO (alpha / beta): 4.00 / 1.21 eV
* relative energy (zero: lowest compared OMol25 entry of this formula, charge and spin): 126.32 kJ/mol
* molecular weight: 114.1 g mol⁻¹
* spin multiplicity: 3

***

[3]
Below is the ion C4H4NO4P with charge -2, with properties calculated with the ωB97M-V functional and the def2-TZVPD basis.

Last column: natural (NBO) charge in e.
CARTESIAN COORDINATES (ANGSTROEM)
O1 2.52531 1.35334 -0.84976  -1.223
P1 2.61592 0.08268 0.00493  2.340
O2 3.18873 0.18759 1.39905  -1.239
O3 3.09202 -1.13723 -0.73082  -1.240
C1 0.80679 -0.19093 0.03796  0.288
N1 0.21393 -1.02898 -0.70688  -0.591
C2 -1.15315 -1.04115 -0.88170  0.002
C3 -1.96657 -0.28220 -0.15408  -0.337
C4 -1.29266 0.80837 0.70754  -0.068
O4 0.08092 0.73993 0.81551  -0.518
H1 -1.68289 -1.70171 -1.57616  0.151
H2 -3.06181 -0.40392 -0.13365  0.169
H3 -1.76422 1.74846 0.26400  0.126
H4 -1.60233 0.86576 1.80406  0.138

Cartesian forces, eV/Å:
-0.003 0.009 0.483
1.627 0.221 -0.792
-0.477 0.509 0.529
0.308 -0.615 -0.440
-1.225 0.855 0.760
-0.157 -1.144 -1.568
-0.905 0.302 0.922
0.197 0.578 1.286
-2.626 0.120 0.837
0.936 -0.205 -0.949
0.903 -0.357 -0.132
0.535 0.324 -0.207
1.297 -0.196 0.362
-0.408 -0.401 -1.092

Values from the calculation:
* HOMO energy: 0.81 eV
* total charge: -2
* E_LUMO: 6.01 eV
* SMILES: O=P([O-])([O-])C1=NC=CCO1
* relative energy (zero: lowest compared OMol25 entry of this formula, charge and spin): 0.00 kJ/mol
* molecular weight: 161.1 g mol⁻¹

***

[4]
Below is the ion C4H4NO6S with charge -1, with properties calculated with the ωB97M-V functional and the def2-TZVPD basis.

Last column: natural (NBO) charge in e.
CARTESIAN COORDINATES (ANGSTROEM)
O1 -3.29263 1.34772 -0.77172  -0.978
S1 -2.76262 0.28390 0.05295  2.379
O2 -3.23235 0.37156 1.44481  -0.979
O3 -3.21266 -1.07908 -0.52748  -0.915
C1 -1.03242 0.03787 -0.00309  -0.725
C2 -0.45172 -1.34054 0.01152  0.584
O4 -1.15240 -2.42328 0.03615  -0.740
N1 0.90226 -1.27897 0.20484  -0.589
C3 1.23184 0.08054 0.35603  0.259
O5 2.56998 0.37264 0.43906  -0.710
C4 0.13686 0.84568 0.16104  0.217
O6 0.10505 2.19919 0.07322  -0.682
H1 -2.33912 -1.63860 -0.16628  0.500
H2 1.55477 -2.00097 0.06636  0.409
H3 2.83309 0.82868 1.23053  0.479
H4 -0.76022 2.26456 -0.48085  0.492

Cartesian forces, eV/Å:
0.941 0.065 -0.339
-1.126 0.325 1.997
0.831 -0.061 -1.234
1.388 0.116 0.621
1.862 -2.668 -0.503
-2.220 0.487 0.548
0.398 1.021 -0.407
-1.829 1.779 0.303
0.519 0.034 0.002
0.471 -0.078 -1.062
-0.031 -0.130 0.502
-2.384 0.651 -1.549
-1.013 -1.676 -0.811
0.510 -0.833 0.010
-0.394 0.193 0.552
2.079 0.777 1.372

Values from the calculation:
* HOMO energy: -3.39 eV
* total charge: -1
* E_LUMO: 3.15 eV
* SMILES: O=S(=O)(O)c1c([O-])[nH]c(O)c1O
* relative energy (zero: lowest compared OMol25 entry of this formula, charge and spin): 100.71 kJ/mol
* molecular weight: 194.1 g mol⁻¹